# 1
Computed, not measured: a cluster of 13 separate species, C78H65F13 in total, with ωB97M-V with the def2-TZVPD basis set.

CARTESIAN COORDINATES (ANGSTROEM)
1 F -2.153 0.519 5.376
2 C -2.610 1.768 5.102
3 C -1.898 2.509 4.220
4 C -2.349 3.801 4.009
5 C -3.510 4.266 4.605
6 C -4.223 3.471 5.435
7 C -3.754 2.152 5.701
8 H -1.013 2.195 3.738
9 H -1.815 4.476 3.336
10 H -3.899 5.244 4.400
11 H -5.120 3.739 5.938
12 H -4.371 1.543 6.377
13 F 4.385 0.859 -0.078
14 C 4.783 0.093 1.010
15 C 4.635 0.707 2.285
16 C 5.001 -0.121 3.367
17 C 5.409 -1.415 3.244
18 C 5.451 -1.948 1.963
19 C 5.225 -1.190 0.793
20 H 4.250 1.753 2.268
21 H 4.996 0.333 4.317
22 H 5.718 -2.006 4.108
23 H 5.443 -3.013 1.659
24 H 5.249 -1.720 -0.131
25 F 1.444 5.063 -3.824
26 C 0.347 4.224 -3.656
27 C 0.575 2.863 -3.751
28 C -0.481 2.066 -3.413
29 C -1.733 2.586 -3.257
30 C -1.947 3.960 -3.291
31 C -0.888 4.799 -3.473
32 H 1.555 2.519 -3.884
33 H -0.342 0.999 -3.449
34 H -2.601 1.926 -3.210
35 H -2.944 4.338 -3.164
36 H -0.948 5.833 -3.491
37 F -3.517 -2.733 -1.137
38 C -3.136 -2.539 0.154
39 C -2.001 -3.162 0.692
40 C -1.750 -2.986 2.035
41 C -2.551 -2.198 2.901
42 C -3.597 -1.546 2.286
43 C -3.965 -1.786 0.942
44 H -1.362 -3.757 0.067
45 H -0.914 -3.572 2.376
46 H -2.396 -2.120 3.950
47 H -4.297 -0.956 2.931
48 H -4.856 -1.270 0.534
49 F -4.381 1.654 1.769
50 C -3.380 2.415 1.308
51 C -3.575 3.728 1.058
52 C -2.588 4.525 0.503
53 C -1.390 3.952 0.227
54 C -1.183 2.598 0.482
55 C -2.134 1.832 1.081
56 H -4.611 4.099 1.100
57 H -2.741 5.601 0.464
58 H -0.526 4.565 -0.112
59 H -0.250 2.054 0.245
60 H -1.945 0.783 1.467
61 F 1.632 4.708 4.071
62 C 1.496 5.204 2.843
63 C 0.394 6.014 2.475
64 C 0.393 6.655 1.265
65 C 1.316 6.345 0.279
66 C 2.328 5.512 0.581
67 C 2.476 5.047 1.870
68 H -0.390 6.230 3.213
69 H -0.409 7.392 1.169
70 H 1.291 6.851 -0.661
71 H 3.123 5.247 -0.099
72 H 3.397 4.429 1.896
73 F -5.840 4.189 -1.407
74 C -6.148 2.976 -2.009
75 C -5.296 1.944 -1.711
76 C -5.548 0.695 -2.230
77 C -6.646 0.523 -3.096
78 C -7.449 1.651 -3.393
79 C -7.246 2.866 -2.822
80 H -4.510 2.171 -0.971
81 H -4.947 -0.109 -2.002
82 H -7.001 -0.387 -3.503
83 H -8.321 1.483 -4.106
84 H -7.927 3.703 -3.058
85 F 2.479 -3.396 0.282
86 C 1.513 -2.538 -0.069
87 C 1.319 -1.524 0.800
88 C 0.289 -0.606 0.496
89 C -0.354 -0.643 -0.731
90 C -0.074 -1.702 -1.619
91 C 0.831 -2.685 -1.258
92 H 1.755 -1.508 1.832
93 H -0.040 0.123 1.221
94 H -1.062 0.133 -1.078
95 H -0.721 -1.923 -2.541
96 H 1.076 -3.561 -1.876
97 F 3.422 1.410 6.288
98 C 2.503 0.550 5.835
99 C 2.435 -0.704 6.470
100 C 1.437 -1.514 5.929
101 C 0.658 -1.113 4.861
102 C 0.768 0.117 4.267
103 C 1.724 0.988 4.752
104 H 3.120 -0.939 7.272
105 H 1.421 -2.557 6.216
106 H -0.097 -1.835 4.544
107 H 0.107 0.271 3.432
108 H 1.990 1.991 4.301
109 F 5.612 -1.239 -6.095
110 C 4.939 -0.967 -4.941
111 C 4.721 0.331 -4.669
112 C 3.839 0.760 -3.641
113 C 3.274 -0.282 -2.908
114 C 3.573 -1.624 -3.219
115 C 4.425 -1.958 -4.197
116 H 5.226 1.038 -5.277
117 H 3.660 1.813 -3.566
118 H 2.665 -0.106 -2.007
119 H 3.189 -2.425 -2.563
120 H 4.763 -2.974 -4.474
121 F 2.026 2.200 -6.294
122 C 1.047 1.267 -6.296
123 C 1.329 -0.048 -5.883
124 C 0.235 -0.929 -5.891
125 C -1.034 -0.531 -6.268
126 C -1.195 0.788 -6.754
127 C -0.198 1.644 -6.748
128 H 2.321 -0.429 -5.685
129 H 0.443 -1.962 -5.549
130 H -1.871 -1.251 -6.251
131 H -2.243 1.181 -6.879
132 H -0.445 2.687 -7.041
133 F -1.162 -6.296 -2.334
134 C 0.197 -6.171 -2.430
135 C 0.999 -6.778 -1.487
136 C 2.330 -6.582 -1.699
137 C 2.816 -5.833 -2.722
138 C 1.964 -5.233 -3.627
139 C 0.624 -5.430 -3.519
140 H 0.483 -7.518 -0.788
141 H 3.063 -7.024 -1.074
142 H 3.873 -5.701 -2.820
143 H 2.358 -4.757 -4.546
144 H -0.057 -5.181 -4.305
145 F -0.485 -4.515 4.766
146 C 0.276 -5.236 3.940
147 C 1.420 -4.615 3.515
148 C 2.210 -5.365 2.659
149 C 1.865 -6.663 2.260
150 C 0.690 -7.218 2.753
151 C -0.068 -6.545 3.644
152 H 1.708 -3.590 3.824
153 H 3.138 -4.928 2.385
154 H 2.608 -7.289 1.623
155 H 0.347 -8.191 2.413
156 H -0.978 -6.864 3.942

Summary:
E_LUMO = 0.54 eV
HOMO level = -8.95 eV
total charge = 0
spin multiplicity = 1
ΔE to the lowest compared entry with this formula, charge and spin = 311.7 kJ/mol
energy = -117264.0286 eV

***

# 2
Computed, not measured: a cluster of 10 separate species, C78H68F14NO4PS in total, with ωB97M-V with the def2-TZVPD basis set.

CARTESIAN COORDINATES (ANGSTROEM)
1 C 1.599 -2.971 1.447
2 C 1.228 -1.687 2.171
3 O 0.640 -0.720 1.277
4 C 1.551 0.010 0.566
5 C 1.959 -0.447 -0.683
6 C 2.834 0.282 -1.470
7 C 3.322 1.491 -0.993
8 C 2.932 1.968 0.265
9 C 2.031 1.235 1.062
10 C 1.515 1.705 2.393
11 C 0.381 2.741 2.194
12 C -0.849 2.420 3.023
13 N -1.923 3.360 2.679
14 C -3.183 2.757 2.224
15 C -3.154 2.472 0.741
16 C -2.339 1.469 0.198
17 C -2.317 1.202 -1.163
18 C -3.105 1.953 -2.035
19 C -3.902 2.970 -1.515
20 C -3.932 3.217 -0.144
21 O -4.724 4.260 0.327
22 C 3.500 3.258 0.685
23 O 3.020 3.972 1.524
24 C 4.763 3.728 0.022
25 P 5.589 5.027 1.031
26 S 5.155 6.853 0.515
27 C 5.139 3.264 -1.172
28 C 6.412 3.704 -1.884
29 F 6.497 3.194 -3.115
30 F 6.390 5.041 -2.019
31 C 7.749 3.278 -1.149
32 F 7.519 2.605 -0.028
33 F 8.463 2.482 -1.936
34 F 8.487 4.345 -0.892
35 C 4.231 2.284 -1.851
36 O 4.218 2.133 -3.042
37 H 0.901 -3.188 0.645
38 H 1.586 -3.798 2.154
39 H 2.603 -2.935 1.031
40 H 2.079 -1.237 2.680
41 H 0.444 -1.911 2.886
42 H 1.580 -1.388 -1.053
43 H 3.141 -0.035 -2.454
44 H 2.289 2.166 2.990
45 H 1.149 0.851 2.950
46 H 0.742 3.714 2.496
47 H 0.088 2.775 1.149
48 H -1.164 1.389 2.859
49 H -0.629 2.489 4.092
50 H -2.133 3.936 3.482
51 H -3.966 3.483 2.413
52 H -3.456 1.845 2.765
53 H -1.711 0.887 0.859
54 H -1.703 0.414 -1.576
55 H -3.075 1.759 -3.093
56 H -4.500 3.587 -2.170
57 H -4.178 5.043 0.194
58 H 5.114 4.773 2.322
59 H 6.956 4.732 1.083
60 F 3.075 0.826 4.824
61 C 3.908 1.590 5.565
62 C 3.837 2.964 5.443
63 C 4.690 3.746 6.209
64 C 5.602 3.150 7.070
65 C 5.658 1.767 7.170
66 C 4.802 0.975 6.417
67 H 3.123 3.411 4.761
68 H 4.641 4.824 6.134
69 H 6.264 3.765 7.662
70 H 6.370 1.301 7.837
71 H 4.824 -0.104 6.487
72 F 2.253 -4.392 -1.606
73 C 2.089 -3.905 -2.858
74 C 0.924 -4.190 -3.539
75 C 0.761 -3.681 -4.820
76 C 1.757 -2.903 -5.396
77 C 2.919 -2.624 -4.686
78 C 3.088 -3.129 -3.405
79 H 0.160 -4.794 -3.069
80 H -0.149 -3.890 -5.366
81 H 1.625 -2.507 -6.393
82 H 3.692 -2.011 -5.128
83 H 3.979 -2.920 -2.826
84 F -2.249 -6.639 2.338
85 C -1.773 -6.980 1.122
86 C -0.746 -6.233 0.584
87 C -0.255 -6.577 -0.666
88 C -0.798 -7.646 -1.361
89 C -1.835 -8.383 -0.803
90 C -2.328 -8.053 0.453
91 H -0.341 -5.396 1.138
92 H 0.554 -6.005 -1.097
93 H -0.411 -7.899 -2.339
94 H -2.264 -9.214 -1.346
95 H -3.131 -8.615 0.910
96 F -2.363 0.007 -4.399
97 C -2.404 0.389 -5.694
98 C -3.517 0.068 -6.441
99 C -3.564 0.465 -7.770
100 C -2.501 1.164 -8.326
101 C -1.390 1.474 -7.552
102 C -1.337 1.090 -6.220
103 H -4.324 -0.483 -5.986
104 H -4.432 0.229 -8.369
105 H -2.539 1.469 -9.363
106 H -0.561 2.018 -7.985
107 H -0.486 1.327 -5.596
108 F 4.117 4.078 9.506
109 C 2.909 3.587 9.850
110 C 2.074 3.112 8.858
111 C 0.835 2.603 9.219
112 C 0.447 2.581 10.552
113 C 1.303 3.066 11.530
114 C 2.548 3.571 11.182
115 H 2.395 3.142 7.826
116 H 0.170 2.221 8.455
117 H -0.522 2.186 10.827
118 H 1.003 3.054 12.569
119 H 3.234 3.947 11.929
120 F -0.160 -7.481 -4.808
121 C 0.785 -8.265 -5.370
122 C 2.114 -7.970 -5.143
123 C 3.083 -8.779 -5.717
124 C 2.714 -9.858 -6.509
125 C 1.370 -10.132 -6.726
126 C 0.392 -9.333 -6.150
127 H 2.378 -7.119 -4.528
128 H 4.129 -8.566 -5.545
129 H 3.473 -10.484 -6.958
130 H 1.080 -10.969 -7.346
131 H -0.661 -9.532 -6.300
132 F -6.455 -0.044 -6.897
133 C -7.446 -0.216 -5.993
134 C -7.141 -0.153 -4.648
135 C -8.161 -0.325 -3.725
136 C -9.460 -0.564 -4.155
137 C -9.741 -0.626 -5.513
138 C -8.729 -0.447 -6.445
139 H -6.122 0.030 -4.332
140 H -7.941 -0.272 -2.667
141 H -10.252 -0.700 -3.431
142 H -10.751 -0.815 -5.849
143 H -8.927 -0.484 -7.508
144 F -5.878 -1.059 4.554
145 C -4.965 -1.900 4.030
146 C -3.625 -1.657 4.256
147 C -2.690 -2.529 3.717
148 C -3.100 -3.618 2.960
149 C -4.453 -3.839 2.744
150 C -5.397 -2.979 3.285
151 H -3.326 -0.799 4.843
152 H -1.635 -2.357 3.890
153 H -2.370 -4.292 2.541
154 H -4.774 -4.685 2.151
155 H -6.457 -3.136 3.134
156 F -3.203 7.082 -0.316
157 C -1.850 7.124 -0.229
158 C -1.145 7.889 -1.133
159 C 0.240 7.917 -1.043
160 C 0.894 7.177 -0.066
161 C 0.160 6.410 0.828
162 C -1.225 6.384 0.755
163 H -1.673 8.449 -1.894
164 H 0.810 8.516 -1.741
165 H 1.974 7.195 -0.005
166 H 0.667 5.825 1.584
167 H -1.813 5.789 1.443

Summary:
E_LUMO = -1.80 eV
HOMO level = -8.67 eV
total charge = 0
spin multiplicity = 1
energy = -149837.1601 eV